# 1
C3H3BrO2 | the ωB97M-V functional and the def2-TZVPD basis

Values from the calculation:
Charge ... 0
HOMO-LUMO gap ... 11.1 eV
SMILES string ... O=C(O)Br.C#C
Energy relative to the best compared isomer or geometry (same formula, charge and spin) ... 38.82 kcal/mol

```
9
C3H3BrO2 | OMol25 | the ωB97M-V functional and the def2-TZVPD basis
O 0.146 0.579 2.934
C -0.489 0.976 2.020
O -0.116 1.683 0.986
Br -2.363 0.725 1.950
H 0.717 2.095 0.928
C 0.445 -0.973 -1.081
C -0.054 -1.596 -0.180
H 1.015 -0.534 -1.800
H -0.643 -1.999 0.510
```

Results of the Mulliken charge analysis, in e, for atoms 1 through 8:
1 O -0.421
2 C 0.560
3 O -0.373
4 Br -0.107
5 H 0.324
6 C -0.464
7 C -0.479
8 H 0.456

# 2
C2H5N3O2S | the ωB97M-V functional and the def2-TZVPD basis

Values from the calculation:
Charge ... 0
HOMO-LUMO gap ... 10.2 eV
SMILES string ... C/N=C(\S)N[N+](=O)[O-]
Energy relative to the best compared isomer or geometry (same formula, charge and spin) ... 114.17 kcal/mol

```
13
C2H5N3O2S | OMol25 | the ωB97M-V functional and the def2-TZVPD basis
C -1.930 1.237 -0.252
N -0.511 0.864 -0.087
C -0.109 -0.324 0.089
S -1.179 -1.873 0.126
N 1.223 -0.670 0.129
N 2.442 0.105 0.031
O 3.328 -0.641 -0.244
O 2.532 1.259 0.332
H -1.797 1.721 -1.264
H -2.151 1.972 0.535
H -2.544 0.331 -0.331
H -0.827 -2.407 1.256
H 1.524 -1.575 -0.319
```

Results of the Mulliken charge analysis, in e, for atoms 1 through 8:
1 C -0.689
2 N -0.363
3 C 0.547
4 S -0.302
5 N -0.255
6 N 0.933
7 O -0.608
8 O -0.531

# 3
C21H34BrN5O2PRbS | the ωB97M-V functional and the def2-TZVPD basis

Values from the calculation:
Charge ... 0
HOMO-LUMO gap ... 6.3 eV

```
66
C21H34BrN5O2PRbS | OMol25 | the ωB97M-V functional and the def2-TZVPD basis
Rb 10.290 13.176 9.433
O 10.527 10.482 9.031
N 11.376 9.598 9.127
N 12.262 9.808 10.159
O 12.308 10.874 10.826
C 13.036 8.710 10.459
C 12.737 7.471 9.927
C 13.392 6.391 10.511
C 14.442 6.556 11.421
C 14.752 7.817 11.847
C 14.017 8.890 11.428
H 12.011 7.346 9.126
H 13.123 5.380 10.209
H 15.036 5.697 11.745
H 15.591 7.973 12.489
H 14.177 9.923 11.716
C 5.749 15.742 5.891
C 6.385 15.913 7.243
C 6.182 17.028 8.122
C 6.707 17.029 9.368
C 7.555 15.920 9.716
Br 8.346 16.021 11.428
N 7.821 14.864 8.977
C 7.201 14.889 7.725
H 4.737 16.205 5.864
H 5.636 14.692 5.647
H 6.334 16.244 5.111
H 5.621 17.884 7.759
H 6.679 17.887 10.032
H 7.366 13.953 7.113
C 10.749 14.870 14.594
C 10.759 13.321 14.614
P 9.566 12.543 13.348
C 8.037 12.331 14.358
C 6.821 12.213 13.422
C 10.238 10.857 13.414
C 9.260 9.705 13.026
H 11.534 15.287 15.248
H 9.824 15.310 14.982
H 10.860 15.263 13.570
H 10.644 12.840 15.615
H 11.727 12.919 14.272
H 7.950 13.205 15.054
H 8.121 11.400 14.972
H 6.689 13.163 12.923
H 5.910 12.010 13.966
H 6.975 11.444 12.669
H 10.682 10.714 14.391
H 11.095 10.814 12.698
H 8.374 9.684 13.642
H 9.808 8.775 13.199
H 9.026 9.769 11.970
C 11.787 13.044 4.533
N 11.309 11.789 5.046
C 9.981 11.518 5.203
S 8.760 12.604 4.883
N 9.768 10.309 5.772
C 8.513 9.650 5.753
H 12.791 12.823 4.106
H 11.955 13.782 5.294
H 11.131 13.458 3.800
H 11.955 11.044 5.209
H 10.523 9.927 6.362
H 7.916 10.114 4.963
H 8.015 9.730 6.743
H 8.686 8.608 5.512
```

Results of the Mulliken charge analysis, in e, for atoms 1 through 8:
1 Rb 0.771
2 O -0.378
3 N -0.515
4 N 0.802
5 O -0.791
6 C 0.290
7 C -0.341
8 C -0.411

# 4
C5H9N | the ωB97M-V functional and the def2-TZVPD basis

Values from the calculation:
Charge ... 0
HOMO-LUMO gap ... 10.6 eV
SMILES string ... C1CC1N1CC1
Energy relative to the best compared isomer or geometry (same formula, charge and spin) ... 99.43 kcal/mol

```
15
C5H9N | OMol25 | the ωB97M-V functional and the def2-TZVPD basis
C 1.230 0.931 -1.054
C -0.119 1.587 -1.117
C 0.103 0.448 -0.070
N -0.319 -0.919 -0.062
C -1.312 -1.279 0.892
C 0.018 -1.628 1.204
H 2.219 1.390 -0.660
H 1.563 0.293 -2.001
H -0.860 1.582 -2.151
H -0.040 2.625 -0.834
H 0.200 0.992 0.917
H -1.747 -0.304 1.229
H -2.136 -2.039 0.618
H 0.643 -2.623 1.030
H 0.557 -1.056 2.060
```

Results of the Mulliken charge analysis, in e, for atoms 1 through 8:
1 C -0.469
2 C -0.571
3 C 0.048
4 N -0.380
5 C -0.210
6 C -0.392
7 H 0.205
8 H 0.214

# 5
C4H13INO | the ωB97M-V functional and the def2-TZVPD basis

Values from the calculation:
Charge ... +1
HOMO-LUMO gap ... 9.5 eV

```
20
C4H13INO | OMol25 | the ωB97M-V functional and the def2-TZVPD basis
N 0.867 -0.236 -0.931
C -0.504 -0.780 -0.596
C -1.509 -0.471 -1.689
C -2.926 -0.536 -1.163
I -3.318 1.072 0.203
H 1.326 0.059 -0.056
H 0.717 0.615 -1.475
H 1.445 -0.892 -1.453
H -0.806 -0.249 0.301
H -0.457 -1.834 -0.349
H -1.333 0.514 -2.114
H -1.368 -1.202 -2.485
H -3.085 -1.470 -0.640
H -3.628 -0.497 -1.981
C 2.660 0.797 2.636
O 2.024 1.139 1.391
H 3.361 -0.009 2.441
H 3.202 1.656 3.028
H 1.921 0.463 3.364
H 1.409 1.860 1.568
```

Results of the Mulliken charge analysis, in e, for atoms 1 through 8:
1 N -0.154
2 C -0.510
3 C -0.477
4 C -1.111
5 I 0.090
6 H 0.217
7 H 0.382
8 H 0.388

# 6
C3H2BrNO2 | the ωB97M-V functional and the def2-TZVPD basis

Values from the calculation:
Charge ... 0
HOMO-LUMO gap ... 9.2 eV
SMILES string ... O=C=NBr.C=C=O
Energy relative to the best compared isomer or geometry (same formula, charge and spin) ... 46.33 kcal/mol

```
9
C3H2BrNO2 | OMol25 | the ωB97M-V functional and the def2-TZVPD basis
O -1.477 -3.267 -1.202
C -2.216 -2.387 -1.201
N -3.107 -1.584 -0.975
Br -3.693 -0.047 -1.655
C -0.748 -1.554 0.931
C -1.038 -0.278 0.930
O -1.055 0.922 0.874
H -0.150 -1.876 0.153
H -1.202 -2.325 1.549
```

Results of the Mulliken charge analysis, in e, for atoms 1 through 8:
1 O -0.388
2 C 0.659
3 N -0.331
4 Br 0.074
5 C -1.242
6 C 0.949
7 O -0.412
8 H 0.363

Number 1: E_tot -77294.581 eV. Number 2: E_tot -21550.963 eV. Number 3: E_tot -124693.186 eV. Number 4: E_tot -6816.683 eV. Number 5: E_tot -15990.537 eV. Number 6: E_tot -78768.097 eV.